No. 1
{
  "formula": "C8H6FI2OP",
  "method": "ωB97M-V/def2-TZVPD",
  "elements": ["O", "C", "C", "C", "I", "C", "C", "C", "C", "C", "F", "I", "H", "H", "H", "P", "H", "H", "H"],
  "coordinates": [[1.028005, -0.353472, -2.949311], [0.680968, -0.506796, -1.847246], [0.485986, -0.538903, -0.539650], [1.610288, -0.545094, 0.328082], [3.488373, 0.071998, -0.416518], [1.505103, -0.944877, 1.583369], [0.185128, -1.223277, 2.188640], [-0.904348, -1.044594, 1.441350], [-0.881285, -0.766429, 0.055090], [-2.020405, -0.827306, -0.707156], [-2.007040, -0.572082, -2.044435], [-3.952301, -1.088752, 0.012558], [2.394110, -0.736686, 2.314148], [0.026426, -1.496587, 3.330497], [-1.946994, -1.318107, 1.814863], [0.634995, 2.869323, -1.073111], [-0.386491, 1.884523, -1.077560], [0.089993, 3.460532, -2.258227], [-0.030505, 3.676595, -0.155391]],
  "atomic_forces_ev_per_a": [[-0.9, -0.4, 1.4], [1.3, 0.7, -2.0], [-2.2, -0.7, -0.2], [1.4, 0.0, -0.2], [-0.3, -0.2, 0.2], [1.3, 1.0, 3.6], [0.2, -0.1, 1.9], [-2.3, -1.4, 1.4], [-0.3, 0.1, -2.7], [0.8, 0.5, 0.7], [0.4, -0.2, 0.6], [0.1, 0.0, -0.2], [-1.7, -0.8, -1.5], [0.8, 0.5, -2.7], [1.7, 0.6, -0.1], [0.0, -0.4, -0.7], [0.1, 0.2, 0.1], [0.1, 0.1, 0.4], [-0.3, 0.4, 0.2]],
  "smiles": "O=C=c1c(I)ccc/c1=C(/F)I.P",
  "gap_ha": 0.268,
  "e_above_lowest_kj_mol": 43.1,
  "e_lumo_ev": -0.3,
  "e_homo_ev": -7.64,
  "e_tot_ha": -1420.1607,
  "fmax_ev_per_a": 3.9,
  "charge": 0
}


No. 2
{
  "formula": "C8H6I2N3O3Zr",
  "method": "ωB97M-V/def2-TZVPD",
  "elements": ["Zr", "I", "C", "I", "H", "H", "O", "C", "O", "C", "C", "C", "C", "C", "N", "H", "H", "H", "H", "N", "C", "O", "N"],
  "coordinates": [[-0.012266, 0.486791, 0.244423], [0.298350, 0.351890, 3.263592], [2.402703, 0.556194, 2.930764], [2.923125, 0.316486, 0.869321], [2.897590, -0.227659, 3.493980], [2.690342, 1.556964, 3.236261], [-1.370472, -0.257339, -3.416624], [-1.347599, -0.198846, -2.244588], [-0.164612, -0.265209, -1.487258], [-2.514766, -0.026592, -1.316987], [-3.807159, 0.004483, -1.774353], [-4.833094, 0.176934, -0.843028], [-4.517565, 0.306431, 0.501029], [-3.189643, 0.280516, 0.887225], [-2.191319, 0.119415, -0.001637], [-4.001518, -0.095180, -2.834310], [-5.864808, 0.211039, -1.169356], [-5.287585, 0.439633, 1.248416], [-2.915993, 0.406714, 1.927412], [-0.211909, 3.739300, -0.195694], [-0.086420, 2.595769, -0.063551], [0.539366, -5.462669, -3.248572], [0.311735, -4.749165, -2.505791]],
  "atomic_forces_ev_per_a": [[0.2, 0.4, 0.2], [0.0, -0.1, 0.0], [0.0, 0.0, 0.0], [-0.1, 0.0, 0.0], [0.0, 0.0, 0.0], [0.0, 0.0, 0.0], [0.1, -0.2, 0.0], [-0.2, 0.0, 0.0], [0.0, 0.0, 0.0], [0.0, 0.0, 0.0], [0.0, 0.0, 0.0], [0.0, 0.0, 0.0], [0.0, 0.0, 0.0], [0.0, 0.1, 0.0], [0.0, 0.0, 0.0], [0.0, 0.0, 0.0], [0.0, 0.0, 0.0], [0.0, 0.0, 0.0], [0.0, 0.0, 0.0], [0.0, 0.0, 0.0], [0.0, 0.0, -0.1], [0.0, 0.0, 0.0], [0.1, -0.3, -0.3]],
  "gap_ha": 0.213,
  "e_above_lowest_kj_mol": 0.0,
  "e_lumo_ev": -14.0,
  "e_homo_ev": -19.79,
  "e_tot_ha": -1339.7322,
  "fmax_ev_per_a": 0.5,
  "charge": 3
}


No. 3
{
  "formula": "C8H6N3O4",
  "method": "ωB97M-V/def2-TZVPD",
  "elements": ["O", "C", "C", "C", "C", "C", "C", "C", "C", "N", "O", "O", "N", "N", "O", "H", "H", "H", "H", "H", "H"],
  "coordinates": [[0.703244, 2.531201, 0.537711], [0.640367, 1.344209, 0.326194], [-0.554598, 0.662753, -0.171312], [-1.779840, 1.057168, 0.356510], [-2.986979, 0.425159, 0.049494], [-3.041077, -0.654751, -0.789994], [-1.818124, -1.045030, -1.355691], [-0.579377, -0.375014, -1.099821], [1.673450, 0.334087, 0.518842], [1.957405, -0.790583, -0.234764], [3.227351, -0.648096, -0.867075], [3.970783, 0.220934, 0.149488], [3.065812, 0.733216, 0.985350], [2.169828, -0.020354, 2.021026], [2.259413, -1.312263, 2.256920], [-1.713686, 1.914282, 1.102687], [-3.815240, 0.641467, 0.734897], [-3.969947, -1.078833, -0.982938], [-1.784293, -1.764574, -2.227616], [0.233782, -0.493021, -1.723491], [2.141727, -1.681954, 0.413583]],
  "atomic_forces_ev_per_a": [[0.1, 0.4, 0.6], [0.7, -1.2, -1.3], [-2.3, 0.0, -0.3], [0.2, 1.1, 1.2], [0.2, 0.6, 2.1], [2.6, 0.5, -0.1], [1.0, 0.1, -1.9], [-3.4, 0.2, 0.5], [3.8, 1.0, 1.2], [0.9, -3.1, -0.9], [-1.6, 0.4, 0.7], [0.7, -0.8, 0.2], [-1.9, 0.8, 0.1], [0.0, -1.9, 1.2], [0.4, 1.8, -0.9], [-0.4, -1.2, -1.0], [-0.1, 0.3, -0.8], [-1.3, -1.1, -0.5], [-0.2, 0.6, 1.3], [1.5, -0.9, -0.9], [-0.7, 2.4, -0.4]],
  "smiles": "O=C(c1ccccc1)[C@@]12NOON1N2[O-]",
  "gap_ha": 0.269,
  "e_above_lowest_kj_mol": 719.3,
  "e_lumo_ev": 3.2,
  "e_homo_ev": -4.09,
  "e_tot_ha": -773.3868,
  "fmax_ev_per_a": 4.1,
  "charge": -1
}


No. 4
{
  "formula": "C8H6N3O4",
  "method": "ωB97M-V/def2-TZVPD",
  "elements": ["O", "C", "O", "N", "C", "C", "C", "C", "C", "C", "C", "N", "N", "O", "O", "H", "H", "H", "H", "H", "H"],
  "coordinates": [[-2.772750, 2.593790, -0.685841], [-2.781575, 1.485638, -0.172713], [-3.545160, 0.913219, 0.602079], [-1.685432, 0.548549, -0.537850], [-0.558953, 0.578131, 0.030429], [-0.053858, 1.658307, 0.854616], [1.257629, 1.789866, 1.115521], [2.210962, 0.838512, 0.607428], [1.823839, -0.262204, -0.043925], [0.374309, -0.622939, -0.171581], [0.016480, -1.387449, -1.475513], [-0.266338, -2.719904, -1.058029], [-0.248015, -2.808115, 0.166549], [-0.455143, -3.763546, 0.861600], [0.099789, -1.604527, 0.836610], [-0.782014, 2.396036, 1.157569], [1.635316, 2.627927, 1.685768], [3.261339, 1.052853, 0.752116], [2.535897, -0.992262, -0.407068], [-0.887769, -0.938920, -1.905104], [0.821438, -1.382972, -2.212671]],
  "atomic_forces_ev_per_a": [[0.2, 0.9, -0.5], [0.4, -0.7, 0.3], [-0.5, -0.1, 0.4], [-0.2, -0.1, -0.1], [0.1, -0.4, -0.2], [0.2, 0.5, 0.4], [-0.7, 0.3, 0.2], [0.2, -0.5, -0.4], [0.1, -0.1, 0.2], [0.1, 0.4, -0.9], [0.0, 0.7, 0.1], [-0.2, -0.7, -1.1], [0.2, 0.4, 0.1], [-0.1, -0.4, 0.7], [-0.2, -0.3, 0.7], [0.0, 0.1, 0.1], [-0.1, 0.1, 0.0], [0.1, -0.1, 0.0], [0.1, 0.0, -0.1], [0.2, -0.1, 0.0], [0.0, 0.0, 0.1]],
  "smiles": "O=C([O-])/N=C1\\C=CC=C[C@]12CN=[N+]([O-])O2",
  "gap_ha": 0.282,
  "e_above_lowest_kj_mol": 131.2,
  "e_lumo_ev": 2.8,
  "e_homo_ev": -4.88,
  "e_tot_ha": -773.6108,
  "fmax_ev_per_a": 1.4,
  "charge": -1
}


No. 5
{
  "formula": "C8H6N3S5SeTi",
  "method": "ωB97M-V/def2-TZVPD",
  "elements": ["Ti", "S", "C", "S", "C", "C", "S", "S", "S", "C", "C", "N", "C", "C", "N", "H", "H", "H", "H", "H", "H", "Se", "C", "N"],
  "coordinates": [[0.009507, -0.445755, 0.457894], [-2.839640, -5.445554, 3.181072], [-2.250536, -4.044652, 2.647709], [-0.905417, -3.220050, 3.397932], [-0.995960, -1.747369, 2.473032], [-1.998592, -1.683076, 1.528505], [-2.256747, -0.369839, 0.421655], [-3.021503, -3.089752, 1.406294], [0.221199, -0.532089, 2.721669], [-0.378500, 1.607140, -2.386989], [0.528442, 2.020540, -1.285526], [0.736005, 1.373160, -0.136262], [1.662492, 2.119279, 0.595585], [2.009176, 3.201976, -0.126670], [1.279477, 3.122261, -1.298604], [-0.773575, 0.606731, -2.212386], [0.157441, 1.587373, -3.335773], [-1.220549, 2.294460, -2.472982], [1.997483, 1.819290, 1.573119], [2.685486, 4.012783, 0.074365], [1.303029, 3.788447, -2.055350], [2.004805, -2.932331, -2.974569], [1.279270, -2.257581, -1.587790], [0.767206, -1.785391, -0.605927]],
  "atomic_forces_ev_per_a": [[-0.6, -0.6, 0.7], [0.1, -0.2, -0.1], [-0.3, 0.2, 0.4], [0.3, -0.1, -0.1], [0.0, 0.2, -0.3], [0.2, 0.1, 0.0], [0.1, 0.2, -0.1], [0.1, -0.1, -0.3], [0.1, 0.1, -0.1], [0.0, -0.1, 0.0], [0.0, -0.1, 0.0], [0.1, 0.2, 0.0], [0.0, -0.1, 0.0], [-0.1, 0.1, -0.1], [0.1, 0.0, 0.0], [0.0, 0.0, 0.0], [0.0, 0.0, 0.0], [0.0, 0.0, 0.0], [0.0, 0.0, 0.0], [0.0, 0.0, 0.0], [0.0, 0.0, 0.0], [-0.1, 0.1, 0.1], [0.1, -0.2, -0.1], [0.1, 0.1, -0.1]],
  "gap_ha": 0.238,
  "e_above_lowest_kj_mol": 13.3,
  "e_lumo_ev": -4.8,
  "e_homo_ev": -11.26,
  "e_tot_ha": -5714.4209,
  "fmax_ev_per_a": 1.1,
  "charge": 1
}


No. 6
{
  "formula": "C8H6N4O",
  "method": "ωB97M-V/def2-TZVPD",
  "elements": ["C", "C", "C", "C", "N", "N", "C", "C", "C", "N", "O", "N", "C", "H", "H", "H", "H", "H", "H"],
  "coordinates": [[-2.137948, -2.042477, 1.085419], [-1.995779, -1.257757, -0.288096], [-0.867651, -0.431172, -0.310603], [0.258881, -0.777422, 0.661732], [0.185570, -1.751818, 1.541272], [-0.926542, -2.272032, 1.827762], [1.559477, -0.002125, 0.746911], [1.983079, 0.976166, -0.406910], [0.763334, 1.355916, -1.322180], [0.567577, 2.635226, -1.704339], [-0.822693, 2.808673, -1.798941], [-1.519309, 1.519210, -1.297671], [-0.490309, 0.649517, -1.103761], [-3.162954, -2.363376, 1.738802], [-2.731913, -0.896032, -1.205521], [2.441982, -0.606793, 0.940766], [1.164704, 0.449072, 1.772386], [2.828357, 1.677796, -0.138513], [2.902137, 0.329429, -0.738513]],
  "atomic_forces_ev_per_a": [[1.7, 0.9, -0.2], [-1.3, 1.5, 1.6], [3.0, -4.9, 4.0], [-1.2, -0.1, -2.7], [2.0, 1.3, -1.0], [-6.8, -0.9, -0.9], [-1.7, 1.9, 1.9], [2.5, -2.2, -0.5], [1.3, 2.0, 1.9], [-2.1, -2.9, 0.6], [0.7, -3.4, 1.0], [3.7, 1.1, -1.6], [-2.8, 5.9, -1.8], [3.1, 0.7, -2.7], [1.2, -1.8, 2.8], [-0.5, -0.4, 0.5], [1.8, 0.2, -1.7], [-2.3, 0.8, 0.3], [-2.3, 0.3, -1.4]],
  "smiles": "c1cc2c(nn1)CCc1nonc1-2",
  "gap_ha": 0.308,
  "e_above_lowest_kj_mol": 571.3,
  "e_lumo_ev": -0.7,
  "e_homo_ev": -9.12,
  "e_tot_ha": -602.4124,
  "fmax_ev_per_a": 7.0,
  "charge": 0
}